# C7H12

C7H12 as an isolated structure at a distorted geometry (ωB97M-V/def2-TZVPD, OMol25).

XYZ file:
```
19
Properties=species:S:1:pos:R:3
C -1.90370 0.02972 0.68506
C -1.28312 -0.55902 -0.56350
C -0.07392 0.00212 -1.29144
C 0.82080 1.16240 -0.73497
C 1.20740 0.83195 0.69273
C 1.30868 -0.62852 0.85471
C 0.03440 -1.27916 -0.56250
H -2.51121 0.90513 0.45890
H -2.56028 -0.69677 1.16750
H -1.16705 0.32091 1.42235
H -2.05382 -0.94856 -1.23226
H -0.10872 0.01906 -2.38100
H 1.70422 1.15934 -1.37202
H 0.34741 2.14488 -0.83098
H 2.33640 0.62707 1.14333
H 0.63560 1.35805 1.46242
H 1.01075 -1.04644 1.80792
H 2.08495 -1.15185 0.33858
H 0.17122 -2.25032 -1.06485
```

Properties
Orbital gap in eV: 9.761
Energy above the lowest of the compared OMol25 structures with the same formula, charge and spin in kcal per mole: 81.4